The following is a quantum chemistry calculation of a cluster of 8 separate species, C26H44NO28S7Si in total, from the OMol25 dataset.

Output
* multiplicity: 1
* charge: +1

XYZ file:
```
107
Properties=species:S:1:pos:R:3:mulliken_charge:R:1
C 0.30334 -3.83802 3.40635 -1.320
Si 0.29758 -2.05714 2.87910 0.123
C 0.90901 -1.89764 1.13630 -1.118
C 1.40056 -1.05277 4.00272 -0.908
C -1.39734 -1.13137 2.84255 0.023
N -1.26009 0.13207 2.45920 0.315
C -2.27092 1.02349 2.29500 -0.854
C -3.53713 0.61672 2.52103 -0.879
C -3.78673 -0.69703 2.97188 0.749
C -5.08642 -1.15879 3.26148 -0.856
C -5.28024 -2.42159 3.71574 -0.588
C -4.19895 -3.29407 3.89245 -0.996
C -2.94029 -2.88447 3.61373 -0.437
C -2.69473 -1.57815 3.14142 1.267
H 1.29904 -4.20359 3.19252 0.375
H 0.12769 -3.98325 4.46200 0.416
H -0.38644 -4.46326 2.85573 0.379
H 0.19044 -2.32028 0.44451 0.419
H 1.85886 -2.39523 1.03214 0.312
H 1.02252 -0.85500 0.86885 0.394
H 2.31194 -0.84319 3.45839 0.124
H 1.66895 -1.61409 4.88440 0.364
H 0.98463 -0.10596 4.32321 0.420
H -0.32698 0.47384 2.27348 0.233
H -2.01116 2.01551 2.00480 0.656
H -4.33935 1.31298 2.38537 0.547
H -5.90965 -0.48631 3.11790 0.479
H -6.27215 -2.76276 3.94551 0.472
H -4.37461 -4.28369 4.26350 0.493
H -2.13243 -3.56624 3.78149 0.355
C -1.69987 4.80290 -1.94854 -0.372
C -1.87472 3.35445 -1.54515 -0.230
O -0.79998 3.13474 -0.60270 -0.253
S -0.52227 4.47161 0.22191 1.103
O -1.19391 4.37818 1.47466 -0.581
O 0.86452 4.74896 0.17034 -0.521
O -1.32541 5.45558 -0.71869 -0.303
H -0.89684 4.93444 -2.67352 0.312
H -2.61348 5.25748 -2.31707 0.298
H -1.76480 2.65849 -2.36631 0.316
H -2.82698 3.18327 -1.04496 0.243
C 5.81469 1.31952 2.44875 -0.008
C 6.31170 -0.00587 2.98754 -0.390
O 5.48063 -0.97214 2.30947 -0.316
S 5.15498 -0.46792 0.83421 0.916
O 6.03983 -1.04657 -0.10479 -0.557
O 3.74862 -0.56972 0.64548 -0.410
O 5.56497 1.05103 1.05686 -0.228
H 4.87767 1.62496 2.91861 0.218
H 6.54979 2.11572 2.52443 0.118
H 6.17170 -0.11334 4.05817 0.329
H 7.35457 -0.18753 2.72758 0.327
C -4.37093 -2.74405 -0.19835 0.249
C -5.71669 -2.71678 -0.89536 -0.376
O -5.61630 -1.55524 -1.74064 -0.347
S -4.12732 -1.37882 -2.26399 1.032
O -3.99075 -1.93155 -3.55977 -0.544
O -3.72440 -0.04433 -1.99750 -0.456
O -3.43711 -2.36485 -1.22091 -0.314
H -4.31860 -2.01029 0.60774 -0.147
H -4.10522 -3.72785 0.17716 0.332
H -6.55203 -2.57870 -0.21651 0.351
H -5.88200 -3.60311 -1.50966 0.251
C 5.91991 5.78215 1.61276 -0.302
C 6.62868 5.62023 0.28212 -0.260
O 8.02142 5.60661 0.64633 -0.324
S 8.21783 4.90066 2.05153 1.083
O 8.56454 3.53516 1.87836 -0.576
O 8.99588 5.75037 2.87580 -0.461
O 6.68871 4.95333 2.50946 -0.318
H 5.94944 6.81125 1.97126 0.269
H 4.89573 5.42282 1.59678 0.306
H 6.45780 6.44829 -0.39764 0.308
H 6.37883 4.67696 -0.20569 0.258
C -5.51258 -4.50719 -5.02802 0.144
C -6.73521 -3.64241 -5.24924 -0.302
O -7.75389 -4.58184 -5.62915 -0.324
S -7.54138 -5.96016 -4.86820 1.099
O -8.35907 -6.01039 -3.70825 -0.567
O -7.57545 -7.01141 -5.81752 -0.490
O -6.04508 -5.69035 -4.39323 -0.349
H -5.04377 -4.79026 -5.96820 0.145
H -4.78650 -4.04415 -4.36883 0.159
H -6.60477 -2.91697 -6.04536 0.321
H -7.05153 -3.13587 -4.33396 0.247
C 10.52860 8.96747 4.25855 -0.286
C 9.61521 8.21702 5.20399 -0.195
O 9.23229 9.21036 6.16898 -0.326
S 9.10828 10.63554 5.46424 1.083
O 7.75689 10.88846 5.11493 -0.537
O 9.84849 11.57301 6.22388 -0.521
O 9.89712 10.25248 4.13167 -0.319
H 11.52789 9.10108 4.67491 0.290
H 10.59166 8.50654 3.27779 0.275
H 10.10969 7.39839 5.71672 0.315
H 8.72369 7.84922 4.69501 0.230
C -6.28211 -8.41415 -9.96150 -0.333
C -5.51126 -8.80460 -8.71549 -0.192
O -4.46864 -7.81200 -8.64678 -0.322
S -5.01739 -6.41539 -9.17020 0.966
O -5.45672 -5.63575 -8.06774 -0.426
O -4.09687 -5.88431 -10.10548 -0.563
O -6.30787 -6.97713 -9.90557 -0.320
H -5.77154 -8.72404 -10.87394 0.287
H -7.30428 -8.77880 -9.96228 0.311
H -5.05022 -9.78427 -8.78804 0.309
H -6.12543 -8.73940 -7.81606 0.211
```

=====

The following is a quantum chemistry calculation of a structure of composition C26H45AgNO17 at a distorted geometry, from the OMol25 dataset.

Output
* relative energy (zero: lowest compared OMol25 entry of this formula, charge and spin): 1.1322 eV
* multiplicity: 1
* charge: +1

XYZ file:
```
90
Properties=species:S:1:pos:R:3:mulliken_charge:R:1
Ag 0.07124 -0.26697 -0.03229 1.711
C 6.38420 -1.07593 1.08531 -0.482
C 6.26682 -2.46659 1.14807 -0.483
C 5.01284 -3.04958 1.05386 -0.488
C 3.87386 -2.26832 0.93727 -0.233
C 3.98747 -0.89330 0.87770 0.076
C 5.26339 -0.31450 0.81938 -0.500
N 2.56166 -2.90111 0.94817 0.849
O 2.48809 -4.10919 0.83515 -0.603
O 1.57093 -2.18078 1.03803 -0.246
H 7.33939 -0.59038 1.23532 0.418
H 7.09857 -3.12654 1.34548 0.383
H 4.97172 -4.12710 1.13913 0.427
H 3.14660 -0.21044 0.85574 0.436
H 5.34680 0.73572 0.57815 0.393
C -0.63475 -2.54059 3.94041 -0.708
C -1.34909 -1.29929 4.44044 0.163
O -0.58988 -0.11999 4.67344 -0.446
C -0.13917 0.52268 3.59758 0.233
O -0.12005 0.08642 2.47944 0.256
O 0.23426 1.76327 3.86050 -0.242
C 0.25032 2.23575 5.20759 -0.770
H -0.00447 -2.40278 3.05594 -0.246
H -1.28998 -3.40081 3.82530 0.429
H 0.18495 -2.88194 4.58868 0.364
H -1.88677 -1.53462 5.35589 0.389
H -2.13130 -1.07295 3.71140 -0.183
H -0.73006 2.11131 5.66866 0.302
H 0.60822 3.25573 5.26484 0.227
H 0.89281 1.60155 5.82325 0.314
C 1.59706 2.70515 -5.34405 -1.361
C 1.01810 2.75418 -3.91980 -0.021
O -0.36078 2.40727 -3.97260 -0.354
C -0.88039 1.68325 -3.00504 0.469
O -0.29859 1.33379 -2.01140 -0.299
O -2.13109 1.43570 -3.33430 -0.429
C -2.95955 0.70479 -2.44740 0.039
H 2.58254 3.16181 -5.31602 0.383
H 0.92048 3.39518 -5.85438 0.322
H 1.56172 1.69451 -5.73467 0.344
H 1.11054 3.77803 -3.55328 0.224
H 1.63359 2.12633 -3.27347 0.261
H -2.49964 -0.23633 -2.14163 -0.227
H -3.91932 0.61660 -2.94292 0.332
H -3.14498 1.16790 -1.47081 0.075
C -2.66071 -4.18968 -4.45054 -1.274
C -3.31876 -3.64550 -3.19162 -0.281
O -2.47733 -2.65200 -2.58686 -0.169
C -1.42374 -2.95735 -1.86195 0.383
O -0.64770 -2.11634 -1.50891 -0.659
O -1.35696 -4.24017 -1.53746 -0.446
C -0.21341 -4.57461 -0.74567 -0.546
H -2.45922 -3.40060 -5.17528 0.300
H -3.25102 -4.93906 -4.98243 0.407
H -1.74767 -4.73542 -4.20465 0.304
H -3.32985 -4.43843 -2.44064 0.294
H -4.30929 -3.27686 -3.43656 0.426
H 0.67184 -4.35887 -1.34063 0.327
H -0.21601 -5.59962 -0.38671 0.383
H -0.16962 -3.97610 0.16412 0.013
C -4.50822 -2.31316 0.23733 -0.783
C -4.04617 -1.79551 1.58833 -0.089
O -4.22506 -0.39518 1.74127 -0.457
C -3.27493 0.40476 1.29934 0.354
O -2.30116 0.02744 0.67665 0.538
O -3.51874 1.63279 1.69055 -0.474
C -2.54506 2.63865 1.44695 -0.018
H -4.06575 -3.29008 0.04552 0.337
H -4.04967 -1.72190 -0.57052 -0.121
H -5.56621 -2.15423 0.04134 0.375
H -3.03698 -2.13774 1.81486 -0.006
H -4.67010 -2.35329 2.29007 0.474
H -1.70573 2.43745 2.12111 -0.052
H -2.95582 3.63215 1.56399 0.379
H -2.04570 2.53130 0.47942 -0.161
C -0.05626 5.66843 -0.33877 -1.528
C 0.33104 4.21129 -0.08424 0.899
O 1.76577 4.17193 -0.00810 -0.352
C 2.23219 2.94514 0.16359 0.365
O 1.58641 1.97857 0.45604 -0.225
O 3.49066 2.78179 -0.20931 -0.213
C 4.28447 3.91852 -0.55198 -0.790
H 0.40524 5.99315 -1.27100 0.348
H 0.35328 6.24872 0.48665 0.369
H -1.12785 5.81698 -0.44386 0.397
H -0.05056 3.55992 -0.87471 -0.323
H -0.14060 3.76016 0.78847 -0.073
H 5.25311 3.59959 -0.91876 0.240
H 4.43722 4.59233 0.29242 0.334
H 3.75231 4.50375 -1.30290 0.301
```

=====

The following is a quantum chemistry calculation of a structure of composition C26H45Br6F9N4O10 at a distorted geometry, from the OMol25 dataset.

Output
* relative energy (zero: lowest compared OMol25 entry of this formula, charge and spin): 0.9091 eV
* multiplicity: 1

XYZ file:
```
100
Properties=species:S:1:pos:R:3:mulliken_charge:R:1
C 2.65350 0.57981 -2.65245 -0.913
C 1.22007 0.20309 -2.95286 0.700
O 0.80255 -0.99801 -2.92576 -0.659
N 0.34129 1.22020 -3.01292 -0.209
C -1.06786 1.00418 -3.30725 -0.825
H 3.31514 -0.08227 -3.21101 0.272
H 2.81872 0.47032 -1.58063 0.254
H 2.78542 1.65651 -2.75922 0.288
H 0.63134 2.18031 -2.89396 0.218
H -1.48537 0.42953 -4.13402 0.268
H -1.40850 2.03874 -3.34904 0.310
H -1.40534 0.62343 -2.34328 0.297
C -5.07713 5.19095 2.30036 -1.031
C -6.51270 5.26292 2.73986 0.730
O -6.80687 4.65295 3.78653 -0.664
N -7.36669 5.95343 2.03436 -0.191
C -8.87571 5.99926 2.28027 -0.806
H -4.46389 4.95504 3.17007 0.288
H -4.67789 5.96222 1.64170 0.328
H -5.09978 4.28812 1.69005 0.271
H -7.01773 6.33421 1.16641 0.206
H -9.35971 6.11349 1.31032 0.297
H -9.26421 6.87389 2.80198 0.275
H -9.16804 5.15672 2.90698 0.299
C 2.34685 8.18524 -2.65323 -1.074
C 1.20317 8.61808 -1.72528 0.727
O 0.11984 8.00150 -1.75214 -0.643
N 1.40400 9.51273 -0.73940 -0.193
C 0.31686 10.12562 -0.00408 -0.784
H 3.30730 8.30840 -2.15276 0.328
H 2.38100 9.03642 -3.33326 0.292
H 2.25049 7.24823 -3.20170 0.280
H 2.35447 9.82000 -0.59012 0.214
H 0.82807 10.44978 0.90239 0.326
H -0.48989 9.45707 0.29642 0.283
H -0.19057 10.85552 -0.63485 0.244
C -3.83129 -6.96996 5.11206 -1.025
C -4.50510 -5.83585 4.38549 0.782
O -5.55265 -5.97761 3.77192 -0.643
N -3.75558 -4.73745 4.29932 -0.229
C -4.08268 -3.49126 3.57800 -0.772
H -3.34787 -7.59234 4.35904 0.247
H -4.49789 -7.53117 5.76688 0.306
H -2.99778 -6.62195 5.72218 0.304
H -2.84998 -4.80088 4.74200 0.183
H -4.15281 -2.64770 4.26472 0.268
H -5.07998 -3.75472 3.22574 0.319
H -3.34502 -3.20388 2.82875 0.259
C -7.01201 11.67681 -2.90109 -0.996
C -6.31899 10.44833 -2.39460 -0.193
O -6.92293 9.29511 -3.04774 -0.331
C -6.48792 8.84429 -4.31559 0.365
O -5.57699 9.29701 -5.08495 -0.520
C -7.11961 7.50611 -4.86444 0.859
F -6.49567 6.54210 -4.13284 -0.242
F -8.47944 7.57875 -4.70013 -0.249
F -6.87682 7.27712 -6.09486 -0.209
H -7.21378 12.35362 -2.07084 0.322
H -7.93894 11.39658 -3.40147 0.286
H -6.34928 12.07584 -3.66899 0.300
H -6.31707 10.31298 -1.31303 0.317
H -5.27225 10.36281 -2.68636 0.290
C 6.38302 -6.14314 8.49674 -1.076
C 5.23853 -5.23250 7.94380 -0.232
O 5.58098 -4.40185 6.89716 -0.295
C 5.71073 -4.74119 5.58868 0.414
O 5.55437 -5.89924 5.24237 -0.503
C 5.78927 -3.58801 4.55862 0.785
F 6.34793 -2.46343 5.11407 -0.229
F 6.63841 -3.93983 3.50408 -0.250
F 4.61434 -3.39223 4.00331 -0.210
H 6.21854 -6.38482 9.54681 0.363
H 7.36675 -5.67558 8.45459 0.311
H 6.30595 -7.04865 7.89490 0.279
H 4.88640 -4.65278 8.79704 0.328
H 4.39158 -5.87318 7.69820 0.316
C 6.66525 -9.84226 -1.11639 -1.071
C 5.43685 -10.59031 -0.63941 -0.339
O 4.38437 -9.62505 -0.42124 -0.162
C 3.15722 -9.95508 -0.27724 0.412
O 2.66446 -11.10855 -0.16814 -0.582
C 2.21852 -8.68670 -0.19521 0.829
F 1.66558 -8.61950 1.06305 -0.253
F 2.84646 -7.51823 -0.37229 -0.236
F 1.30430 -8.80279 -1.12661 -0.228
H 7.39195 -10.51621 -1.57004 0.349
H 7.07655 -9.37481 -0.22173 0.298
H 6.45380 -9.02537 -1.80639 0.307
H 5.63695 -11.11587 0.29432 0.302
H 5.04599 -11.42011 -1.22829 0.374
C 1.30154 -5.83094 -6.81556 -0.336
Br -0.12232 -7.18967 -7.48929 -0.034
Br 2.01804 -4.62088 -8.15715 0.005
Br 2.75074 -7.00420 -6.01915 -0.022
H 0.94680 -5.19376 -6.00545 0.386
C 10.11272 -4.51375 -6.01290 -0.320
Br 10.99159 -3.87110 -7.65028 -0.011
Br 9.48097 -2.90958 -4.96578 -0.022
Br 11.37797 -5.68267 -5.02216 -0.006
H 9.20501 -5.03630 -6.31471 0.359
```

=====

The following is a quantum chemistry calculation of a cluster of 2 separate species, C26H45BrCl3N2O5P2 in total at a distorted geometry, from the OMol25 dataset.

Output
* multiplicity: 1
* charge: -1

XYZ file:
```
84
Properties=species:S:1:pos:R:3:mulliken_charge:R:1
C 9.46292 -2.98934 0.25811 -0.747
O 8.11844 -2.59495 0.36280 -0.326
C 7.91659 -1.45329 1.17841 -0.830
C 6.86095 -0.50513 0.60732 0.059
C 6.97897 -0.46448 -0.91950 -0.539
C 6.24692 0.69799 -1.61819 -1.354
C 5.04077 1.25983 -0.87075 -0.241
C 3.80322 0.35236 -0.97199 -0.734
C 2.51124 1.14218 -1.27877 -0.642
C 1.76222 1.45823 0.01631 -0.618
C 0.51998 2.32435 -0.30176 -1.012
C -0.64654 1.44714 -0.81889 -0.514
C -1.80546 1.29827 0.17791 -0.795
C -3.18095 1.82098 -0.36243 -2.128
C -4.28916 0.95374 0.12612 -0.697
C -5.01354 1.29861 1.22545 1.685
N -4.66069 2.50622 1.90241 -0.519
C -6.10179 0.46626 1.71194 -0.122
P -7.03347 0.95185 3.11489 0.564
O -6.65454 2.23465 3.77326 -0.746
C -6.35900 -0.76911 0.97350 1.441
P -7.60932 -2.02913 1.35723 0.058
O -7.97784 -1.82074 2.94583 -0.478
Br -9.48936 -1.23246 0.31612 -0.311
C -5.61014 -1.06472 -0.13857 -0.239
C -5.84350 -2.33086 -0.87246 -1.507
Cl -4.95671 -3.71194 -0.25033 -0.229
C -6.63049 -2.53542 -1.92334 0.897
C -6.80181 -3.89358 -2.54181 -1.590
Cl -7.51342 -1.26203 -2.65252 -0.100
N -4.59782 -0.23878 -0.58422 0.555
C -3.79488 -0.57375 -1.72167 -1.003
C -4.06332 0.19973 -3.05504 0.351
C -4.25085 -0.73560 -4.23745 -1.519
Cl -5.40790 1.37572 -2.97968 -0.167
H 9.92010 -2.55494 -0.63590 0.268
H 9.50827 -4.06911 0.14862 0.266
H 10.05960 -2.69717 1.12095 0.341
H 8.84162 -0.89526 1.32688 0.527
H 7.57860 -1.79063 2.16298 0.242
H 7.08636 0.46871 1.03249 0.195
H 5.85760 -0.78685 0.90245 0.130
H 6.70394 -1.42800 -1.33144 0.364
H 8.04179 -0.35016 -1.14918 0.311
H 6.93007 1.50188 -1.88396 0.380
H 5.87224 0.31342 -2.56797 0.362
H 5.26215 1.52031 0.15550 -0.020
H 4.77976 2.19278 -1.37176 0.675
H 3.62729 -0.15737 -0.02797 0.211
H 3.94868 -0.39214 -1.75277 0.503
H 1.87494 0.57296 -1.95456 0.353
H 2.74050 2.07949 -1.78218 0.320
H 1.38224 0.51469 0.40448 0.352
H 2.42176 1.95495 0.72273 0.378
H 0.82808 3.00462 -1.09392 0.380
H 0.20477 2.89997 0.56416 0.492
H -0.21679 0.47350 -1.04723 0.330
H -0.98962 1.86524 -1.76461 0.300
H -1.57321 1.83902 1.09191 0.637
H -1.95779 0.25813 0.45320 0.344
H -3.29761 2.83958 -0.03128 0.478
H -3.09027 1.83287 -1.44683 0.379
H -5.40910 3.17808 1.81406 0.261
H -4.53033 2.31378 2.88292 0.283
H -7.01720 -0.07391 4.08260 -0.009
H -8.40544 0.99264 2.71909 -0.024
H -8.78043 -1.28362 3.00042 0.329
H -5.88422 -4.28601 -2.96181 0.307
H -7.19402 -4.55265 -1.77127 0.406
H -7.58796 -3.82199 -3.28505 0.459
H -3.89022 -1.63171 -1.94525 0.556
H -2.73833 -0.42235 -1.51521 -0.249
H -3.18250 0.79338 -3.27358 0.509
H -3.27538 -1.17168 -4.45480 0.381
H -4.53277 -0.16795 -5.11718 0.429
H -4.96366 -1.52771 -4.03435 0.267
O 6.50448 1.11929 5.53901 -0.504
C 6.61106 1.01696 4.30500 0.217
C 4.93564 1.24720 3.61840 -0.441
O 5.02485 1.13244 2.37996 -0.426
H 6.88441 0.03735 3.86341 -0.044
H 7.17301 1.78975 3.74291 0.248
H 4.64061 2.22743 4.04036 0.318
H 4.34270 0.49800 4.17731 0.325
```

=====

For the records above, the corresponding highest occupied orbital energy values read -12.1; -12.0; -9.4; -2.0 eV.
For the records above, the corresponding E values read -170209.655; -67980.848; -498836.575; -167093.188 eV.